{
  "formula": "C2H6",
  "method": "ωB97M-V/def2-TZVPD",
  "smiles": "CC",
  "e_homo_ev": -11.6528,
  "lumo_ev": 1.27,
  "gap_ev": 12.920,
  "relative_energy_ev": 2.431,
  "elements": ["C", "C", "H", "H", "H", "H", "H", "H"],
  "coordinates": [[-0.1959, 0.2606, 0.7389], [0.2260, -0.2481, -0.7306], [-1.3536, -0.1179, 0.9463], [0.6372, 0.0503, 1.4121], [-0.2874, 1.2172, 0.7235], [0.2355, -1.4477, -0.6194], [0.9543, 0.1900, -0.9791], [-0.3668, 0.0330, -1.5329]]
}

{
  "formula": "C2H62O33",
  "method": "ωB97M-V/def2-TZVPD",
  "e_homo_ev": 0.9475,
  "total_charge": -2,
  "lumo_ev": 2.27,
  "gap_ev": 1.318,
  "elements": ["O", "H", "H", "H", "C", "O", "O", "O", "C", "O", "H", "H", "H", "O", "H", "H", "O", "H", "H", "O", "H", "H", "O", "H", "H", "O", "H", "H", "O", "H", "H", "O", "H", "H", "O", "H", "H", "O", "H", "H", "O", "H", "H", "O", "H", "H", "O", "H", "H", "O", "H", "H", "O", "H", "H", "O", "H", "H", "O", "H", "H", "O", "H", "H", "O", "H", "H", "O", "H", "H", "O", "H", "H", "O", "H", "H", "O", "H", "H", "O", "H", "H", "O", "H", "H", "O", "H", "H", "O", "H", "H", "O", "H", "H", "O", "H", "H"],
  "coordinates": [[-0.9553, -1.8496, -3.0798], [-0.3420, -2.4824, -3.4606], [-0.4385, -1.2986, -2.4875], [-1.6760, -2.3240, -2.6587], [1.7375, -3.3640, -4.7836], [2.3877, -4.3411, -5.0405], [2.2360, -2.2815, -5.1843], [0.7827, -3.4135, -4.0349], [0.0162, 0.1327, 0.3792], [0.3255, -0.3003, -0.9293], [-0.9243, 0.6825, 0.3449], [-0.1977, -0.6949, 1.0555], [0.6870, 0.9093, 0.7466], [-1.5445, 1.7390, 3.5334], [-2.0008, 1.9717, 2.7247], [-2.0442, 1.0035, 3.8878], [4.0993, 3.9296, 2.6814], [3.5217, 3.5599, 3.3492], [4.6498, 4.5511, 3.1578], [-0.2874, -4.9025, -0.4919], [0.4136, -4.4142, -0.0602], [-1.0821, -4.6458, -0.0241], [-4.3689, 0.9866, -1.5062], [-4.5734, 1.6010, -0.8013], [-5.1447, 0.4298, -1.5719], [-2.1198, -3.5306, 1.0125], [-2.8976, -3.6981, 1.5447], [-2.1248, -2.5839, 0.8716], [-2.8261, -3.4948, -2.2008], [-2.9300, -4.3270, -2.6622], [-3.6769, -3.0648, -2.2869], [2.7905, 2.2616, 5.0737], [3.6847, 2.2922, 5.4139], [2.3191, 1.6989, 5.6881], [-1.3389, 3.2429, -3.8985], [-0.7238, 3.1982, -4.6305], [-1.2148, 2.4174, -3.4301], [0.5118, 3.8944, -0.3429], [-0.0406, 4.6009, -0.0083], [0.0896, 3.0928, -0.0340], [1.5832, 1.5890, -2.6854], [1.2573, 1.0149, -1.9923], [1.3870, 2.4735, -2.3764], [3.1387, -0.3452, -3.5377], [2.4609, 0.2662, -3.2496], [2.6575, -1.0503, -3.9707], [-3.1669, 3.6631, 1.1973], [-3.6061, 3.9116, 0.3839], [-2.5666, 4.3868, 1.3766], [3.1727, 4.2178, 0.1833], [2.2279, 4.1636, 0.0395], [3.2747, 4.1575, 1.1331], [0.8955, 3.1745, 3.1343], [1.5086, 2.7855, 3.7580], [0.0823, 2.6857, 3.2605], [-3.8912, 0.7595, -4.5895], [-4.5351, 0.8411, -3.8860], [-3.0467, 0.7309, -4.1397], [2.4283, -4.6877, 2.2466], [1.6672, -5.2154, 2.4887], [2.1562, -4.2231, 1.4552], [3.0849, -0.7581, -0.4936], [3.2079, -0.4943, -1.4055], [2.1354, -0.7695, -0.3731], [1.4276, 5.4873, 4.3273], [1.2512, 4.5846, 4.0623], [2.3239, 5.4681, 4.6629], [-0.1858, -2.7535, 3.7379], [-0.3361, -2.1063, 4.4269], [0.7163, -3.0434, 3.8735], [-0.2093, -5.5666, 2.5577], [-0.8037, -5.0014, 2.0643], [-0.2000, -5.1936, 3.4392], [4.2338, 1.8945, -0.4873], [3.6085, 1.2445, -0.1668], [3.8895, 2.7321, -0.1771], [-3.8337, -0.9797, 0.5099], [-4.3375, -0.3456, 1.0202], [-3.4752, -0.4715, -0.2177], [1.1569, -2.8696, 0.5914], [0.7931, -2.0814, 0.1881], [0.9966, -2.7556, 1.5282], [-0.1111, -0.3310, -5.5344], [0.6136, -0.9525, -5.4657], [0.2965, 0.5270, -5.4166], [-4.1780, -3.7670, 2.7459], [-4.6263, -4.4886, 3.1871], [-3.5932, -3.4050, 3.4116], [-1.2061, 5.4998, 1.7176], [-0.2592, 5.6059, 1.6264], [-1.4482, 6.1006, 2.4223], [3.6866, -3.4659, -1.1279], [3.3155, -2.6779, -0.7310], [4.3634, -3.7485, -0.5129], [-1.9431, 0.9649, -2.3614], [-1.3887, 0.5457, -1.7033], [-2.8308, 0.8877, -2.0118]]
}

{
  "formula": "C2H6AlBrOP",
  "method": "ωB97M-V/def2-TZVPD",
  "e_homo_ev": -3.6748,
  "total_charge": -1,
  "lumo_ev": 3.42,
  "gap_ev": 7.096,
  "elements": ["C", "C", "Al", "P", "O", "Br", "H", "H", "H", "H", "H", "H"],
  "coordinates": [[-1.7671, 0.4602, 0.0257], [-1.1397, -0.2772, 0.8996], [0.8417, -0.6850, 0.9609], [1.9125, 0.0115, -1.0487], [0.7381, 0.2432, -2.2449], [2.4575, 2.1786, -0.6003], [-1.2682, 1.0991, -0.6776], [-2.8520, 0.4715, -0.0025], [-1.7710, -0.7540, 1.6406], [1.0647, -2.2589, 1.2387], [1.5120, 0.1024, 2.2073], [0.2717, -0.5914, -2.3989]]
}

{
  "formula": "C2H6AsF6KNO3",
  "method": "ωB97M-V/def2-TZVPD",
  "e_homo_ev": -3.9996,
  "total_charge": -1,
  "lumo_ev": 1.70,
  "gap_ev": 5.695,
  "relative_energy_ev": 0.000,
  "elements": ["K", "As", "F", "F", "F", "F", "F", "F", "C", "O", "H", "H", "H", "C", "N", "O", "O", "H", "H", "H"],
  "coordinates": [[1.5618, 0.4984, 0.5221], [1.4960, 0.9231, -3.9123], [1.5321, 1.0080, -2.1635], [0.2303, -0.2423, -3.8323], [1.5203, 0.8193, -5.6202], [2.7556, 2.0867, -3.9502], [2.6597, -0.3631, -3.8083], [0.3243, 2.1763, -3.9605], [-1.1041, 1.9427, 2.3726], [-0.1934, 2.3469, 1.4497], [-1.1769, 0.8223, 2.5046], [-0.9130, 2.3660, 3.3840], [-2.1552, 2.2198, 2.1108], [-1.4882, -2.1466, 2.3914], [-0.2140, -2.6489, 1.8280], [0.2856, -3.6262, 2.3413], [0.2311, -2.0778, 0.8498], [-1.5291, -2.4437, 3.4308], [-2.2915, -2.5922, 1.8091], [-1.5316, -1.0686, 2.2531]]
}

{
  "formula": "C2H6BClO2",
  "method": "ωB97M-V/def2-TZVPD",
  "e_homo_ev": [-9.7288, -8.5834],
  "lumo_ev": [-2.08, -3.39],
  "gap_ev": [7.647, 5.189],
  "relative_energy_ev": 3.022,
  "elements": ["B", "C", "C", "O", "O", "Cl", "H", "H", "H", "H", "H", "H"],
  "coordinates": [[0.2950, -0.8722, -0.0222], [-1.0658, 1.4449, -0.0175], [-0.6284, 0.2319, -0.6607], [0.2296, -1.1390, 1.3480], [0.8824, -1.7109, -0.9250], [2.4935, 0.9335, 0.3704], [-1.4967, 2.3651, -0.6421], [-0.3269, 1.7738, 0.7987], [-1.9952, 1.2192, 0.5506], [-0.7620, -0.0178, -1.7083], [0.9173, -1.7451, 1.4908], [1.4571, -2.4834, -0.5827]]
}

{
  "formula": "C2H6BF4ORbS",
  "method": "ωB97M-V/def2-TZVPD",
  "e_homo_ev": [-13.8148, -13.8136],
  "spin_multiplicity": 2,
  "total_charge": 1,
  "lumo_ev": [-5.09, -9.83],
  "gap_ev": [8.721, 3.981],
  "relative_energy_ev": 0.000,
  "elements": ["Rb", "B", "F", "F", "F", "F", "C", "S", "O", "C", "H", "H", "H", "H", "H", "H"],
  "coordinates": [[1.8447, 1.6250, -1.7741], [-0.7106, 3.1334, 0.2951], [-0.6036, 4.4287, 0.3860], [0.4835, 2.6002, 0.6452], [-1.5564, 2.5853, 1.2501], [-1.0324, 2.6655, -1.0469], [-0.5987, -2.7668, -0.6301], [1.0680, -1.9673, -0.4428], [1.1644, -0.9580, -1.5884], [0.7368, -0.8134, 0.9703], [-0.5887, -3.6026, -1.3297], [-1.3478, -2.0472, -0.9604], [-0.9099, -3.2548, 0.2935], [-0.0413, -0.0734, 0.7826], [1.5896, -0.2004, 1.2623], [0.5023, -1.3541, 1.8872]]
}

{
  "formula": "C2H6Br2N",
  "method": "ωB97M-V/def2-TZVPD",
  "e_homo_ev": -14.8639,
  "total_charge": 1,
  "lumo_ev": -5.11,
  "gap_ev": 9.751,
  "relative_energy_ev": 0.132,
  "elements": ["C", "C", "N", "Br", "Br", "H", "H", "H", "H", "H", "H"],
  "coordinates": [[0.1075, 0.8759, -0.6846], [-0.0277, 0.7854, 0.7229], [0.7204, -0.0867, 1.3202], [-1.8163, -1.6828, 0.1678], [-1.3029, 1.8716, 1.6063], [0.3005, 1.8445, -0.8784], [0.8620, 0.0635, -1.0703], [-0.9033, 0.7447, -1.1705], [-3.0359, -2.0549, -0.3737], [0.6496, -0.3146, 2.2497], [1.4479, -0.5157, 0.8446]]
}

{
  "formula": "C2H6Br2N",
  "method": "ωB97M-V/def2-TZVPD",
  "e_homo_ev": -14.1772,
  "total_charge": 1,
  "lumo_ev": -3.77,
  "gap_ev": 10.409,
  "relative_energy_ev": 2.069,
  "elements": ["C", "C", "N", "Br", "Br", "H", "H", "H", "H", "H", "H"],
  "coordinates": [[-0.4498, -0.1419, 1.4823], [0.8448, 0.0339, -0.2032], [-0.1682, 0.0998, -1.3065], [-1.7492, -1.4703, 0.8470], [1.8922, 1.4674, -0.0432], [-0.7602, 0.9349, 1.5793], [0.2254, -0.2740, 2.3131], [1.3395, -0.9334, -0.3520], [-0.9275, -0.5745, -0.8277], [-0.4076, 1.0397, -1.3223], [0.1606, -0.1815, -2.1670]]
}

{
  "formula": "C2H6Br2Si",
  "method": "ωB97M-V/def2-TZVPD",
  "e_homo_ev": -8.1228,
  "lumo_ev": -0.53,
  "gap_ev": 7.593,
  "relative_energy_ev": 3.835,
  "elements": ["C", "C", "Si", "Br", "Br", "H", "H", "H", "H", "H", "H"],
  "coordinates": [[-1.3489, 0.5952, 0.1358], [1.2548, -1.4441, 0.3766], [-0.0486, -0.3897, 0.9800], [0.3561, -3.0703, -0.3853], [0.1990, 0.3395, 3.0459], [-0.8933, 1.4684, -0.5190], [-1.7971, 0.0355, -0.6814], [-1.9621, 1.2380, 0.8101], [1.9499, -1.6962, 1.2238], [1.2178, 1.7378, -2.8611], [1.0723, 1.1860, -2.1254]]
}

{
  "formula": "C2H6BrCl5HfN2O24",
  "method": "ωB97M-V/def2-TZVPD",
  "e_homo_ev": -5.2492,
  "total_charge": -2,
  "lumo_ev": 1.95,
  "gap_ev": 7.200,
  "relative_energy_ev": 5.743,
  "elements": ["Hf", "Cl", "O", "O", "O", "O", "Cl", "O", "O", "O", "O", "Cl", "O", "O", "O", "O", "Cl", "O", "O", "O", "O", "Cl", "O", "O", "O", "O", "Br", "C", "N", "O", "O", "H", "H", "H", "C", "N", "O", "O", "H", "H", "H"],
  "coordinates": [[0.9035, -0.1219, 0.1262], [1.1163, 0.3947, -3.6679], [1.3284, 1.2028, -4.8495], [1.3979, 1.0344, -2.4189], [-0.3105, 0.1236, -3.4708], [1.8558, -0.8066, -3.8390], [-3.1232, -0.4536, -0.4992], [-3.5401, -0.0236, -1.7935], [-4.0404, -0.0721, 0.5373], [-3.0524, -1.8638, -0.4667], [-1.7057, -0.0701, -0.2740], [-0.6629, 1.4104, 3.3779], [0.2345, 0.7791, 2.4596], [-0.7170, 2.7592, 2.8032], [-1.9023, 0.7903, 3.0972], [-0.2067, 1.2970, 4.6612], [3.8366, 2.6084, 0.8188], [4.7918, 1.6163, 1.1675], [4.3117, 3.3675, -0.2752], [2.7001, 1.8024, 0.4648], [3.5595, 3.4158, 1.9030], [-0.3070, -2.9884, 2.7591], [-1.4778, -2.4544, 3.2457], [-0.4277, -4.3291, 2.1267], [0.0084, -2.1695, 1.6346], [0.7947, -2.8981, 3.6375], [3.0830, -1.7312, -0.4985], [0.1488, -4.4109, -1.1366], [-0.1368, -3.0920, -1.8525], [-0.6506, -3.1097, -2.9533], [0.1561, -2.0193, -1.2419], [0.8816, -4.3513, -0.3319], [0.5749, -5.1863, -1.7733], [-0.8347, -4.8564, -0.9869], [-1.8269, 3.6714, -0.1298], [-0.4991, 3.2885, -0.6204], [0.1406, 3.9960, -1.3533], [-0.1435, 2.1528, -0.2042], [-2.3304, 2.8048, 0.2987], [-2.2676, 4.0145, -1.0658], [-1.6611, 4.4783, 0.5839]]
}

{
  "formula": "C2H6BrClP",
  "method": "ωB97M-V/def2-TZVPD",
  "e_homo_ev": [-14.4080, -13.4345],
  "total_charge": 1,
  "lumo_ev": [-5.91, -8.41],
  "gap_ev": [8.499, 5.025],
  "relative_energy_ev": 3.620,
  "elements": ["C", "C", "P", "Cl", "Br", "H", "H", "H", "H", "H", "H"],
  "coordinates": [[1.8965, -0.4234, -0.6136], [-2.1138, 1.5399, 0.9603], [0.2368, -0.7679, -0.1274], [0.1902, -2.3820, 0.9256], [-0.5362, -1.4318, -2.1393], [2.4023, -0.8611, 0.2952], [2.2993, 0.5436, -0.7989], [2.2093, -0.9908, -1.4013], [-2.8572, 1.0701, 1.6562], [-1.7658, 1.1194, -0.0016], [-1.9614, 2.5840, 1.2449]]
}

{
  "formula": "C2H6BrO2P",
  "method": "ωB97M-V/def2-TZVPD",
  "e_homo_ev": [-7.0456, -10.2903],
  "spin_multiplicity": 3,
  "lumo_ev": [0.89, -3.74],
  "gap_ev": [7.931, 6.550],
  "relative_energy_ev": 1.128,
  "elements": ["C", "C", "O", "O", "P", "Br", "H", "H", "H", "H", "H", "H"],
  "coordinates": [[1.2471, -1.3764, 0.5653], [-1.5790, 1.3047, -0.6323], [-0.0088, -0.9437, 0.1600], [-2.1675, 0.0662, -0.2443], [-1.6296, -1.0560, 0.7431], [3.4702, 1.4812, -0.1086], [1.9369, -0.5959, 0.1479], [1.4629, -2.2501, -0.1491], [1.4798, -1.5679, 1.6330], [-0.7912, 1.2748, -1.3783], [-0.9768, 1.7131, 0.1518], [-2.4441, 1.9499, -0.8885]]
}

For each record above, in turn, the calculated maximum force values are 0.276; 0.148; 0.042; 0.020; 0.053; 0.089; 0.085; 0.096; 0.077; 0.144; 0.074; 0.051 hartree/bohr.
For each record above, in turn, the calculated molar mass values are 30.07; 614.49; 183.93; 320.08; 108.33; 250.41; 203.89; 203.89; 217.96; 877.72; 176.40; 172.95 g mol⁻¹.